Record 1
A 6-piece molecular cluster, C47H49Br2F15INO4S overall in a non-equilibrium geometry. Source: OMol25; level of theory: ωB97M-V/def2-TZVPD.

Structure (XYZ):
```
120
C47H49Br2F15INO4S (ωB97M-V/def2-TZVPD)
C 1.55 1.03 -1.67
C 0.13 1.18 -2.24
C -0.33 0.08 -3.19
F 0.65 0.03 -4.19
C -0.56 -1.34 -2.63
O 0.57 -1.88 -2.02
C 1.79 -2.12 -2.66
C 2.91 -2.17 -1.63
Br 2.52 -3.37 -0.17
C 4.19 -2.55 -2.38
C 4.33 -4.05 -2.71
Br 5.73 -1.93 -1.34
C -1.15 -2.20 -3.81
F -2.50 -2.34 -3.62
F -1.09 -1.57 -5.01
C -0.59 -3.63 -4.11
F -0.20 -4.30 -3.02
F -1.63 -4.37 -4.62
C 0.51 -3.72 -5.23
F 1.22 -2.60 -5.41
F 1.38 -4.69 -4.85
C -0.02 -4.18 -6.63
F -0.28 -5.50 -6.66
F -1.07 -3.46 -7.04
F 1.00 -3.95 -7.50
C -1.63 -1.26 -1.41
C -2.75 -0.25 -1.74
C -4.21 -0.27 -1.25
C -5.05 -1.50 -1.57
I -4.64 0.31 0.78
N -0.81 -0.74 -0.31
O -1.54 0.15 0.51
S -2.10 -2.91 -0.68
C -3.10 -4.05 -1.62
O -2.85 -2.55 0.50
O -0.92 -3.66 -0.35
H 2.25 0.64 -2.39
H 1.86 2.00 -1.31
H 1.48 0.39 -0.79
H 0.15 2.09 -2.83
H -0.53 1.37 -1.41
H -1.21 0.44 -3.70
H 1.81 -3.10 -3.13
H 2.12 -1.42 -3.41
H 3.09 -1.19 -1.20
H 4.22 -2.01 -3.31
H 3.45 -4.62 -2.45
H 5.22 -4.45 -2.25
H 4.48 -4.17 -3.78
H -2.42 0.77 -1.61
H -2.89 -0.29 -2.82
H -4.67 0.53 -1.80
H -6.08 -1.18 -1.70
H -5.00 -2.26 -0.81
H -4.74 -1.88 -2.55
H -0.44 -1.47 0.28
H -0.90 0.76 0.89
H -3.69 -4.57 -0.87
H -2.45 -4.78 -2.08
H -3.76 -3.66 -2.37
F 6.34 -5.71 -5.40
C 5.48 -6.47 -6.11
C 4.21 -5.99 -6.36
C 3.33 -6.77 -7.09
C 3.71 -8.03 -7.54
C 4.99 -8.50 -7.26
C 5.89 -7.71 -6.54
H 3.92 -5.01 -6.00
H 2.33 -6.40 -7.30
H 3.02 -8.64 -8.10
H 5.29 -9.48 -7.61
H 6.89 -8.06 -6.33
F -6.82 0.83 3.62
C -6.51 0.07 4.69
C -6.83 -1.27 4.67
C -6.51 -2.04 5.77
C -5.89 -1.47 6.87
C -5.58 -0.12 6.87
C -5.89 0.67 5.77
H -7.32 -1.69 3.80
H -6.74 -3.10 5.77
H -5.64 -2.08 7.73
H -5.10 0.33 7.73
H -5.66 1.72 5.74
F -1.14 3.51 -1.22
C -1.00 4.06 0.01
C -1.83 5.10 0.38
C -1.69 5.64 1.65
C -0.72 5.15 2.51
C 0.11 4.11 2.12
C -0.04 3.55 0.86
H -2.58 5.46 -0.31
H -2.33 6.45 1.96
H -0.61 5.58 3.50
H 0.86 3.74 2.79
H 0.59 2.74 0.53
F 1.28 4.27 5.16
C 2.59 4.01 5.41
C 3.20 4.66 6.46
C 4.53 4.39 6.73
C 5.23 3.49 5.93
C 4.60 2.86 4.88
C 3.26 3.11 4.61
H 2.63 5.36 7.06
H 5.02 4.89 7.55
H 6.28 3.29 6.14
H 5.15 2.16 4.26
H 2.75 2.62 3.80
F 1.76 7.44 8.15
C 0.97 8.19 7.35
C 0.47 9.38 7.83
C -0.35 10.14 7.01
C -0.65 9.70 5.73
C -0.14 8.50 5.27
C 0.68 7.73 6.08
H 0.71 9.70 8.84
H -0.75 11.08 7.37
H -1.29 10.30 5.09
H -0.38 8.15 4.27
H 1.10 6.80 5.73
```

- Kohn-Sham gap: 0.3336 hartree
- Total charge: 0



Record 2
C47H49N2SSbV as an isolated structure. Source: OMol25; level of theory: ωB97M-V/def2-TZVPD.

Structure (XYZ):
```
101
C47H49N2SSbV (ωB97M-V/def2-TZVPD)
V -0.84 1.32 -0.53
C 0.55 -4.27 3.72
C -0.71 -3.76 3.00
C -0.62 -4.14 1.53
C -1.95 -4.42 3.62
C -0.82 -2.24 3.19
C -0.79 -1.73 4.50
C -0.79 -0.38 4.77
C -0.83 0.49 3.68
S -0.67 2.21 3.70
C -0.72 2.25 2.02
N -0.90 1.06 1.44
C -0.92 0.01 2.38
C -0.92 -1.36 2.12
C -0.52 3.45 1.19
C -0.21 4.68 1.75
C -0.03 5.77 0.92
C -0.17 5.64 -0.46
C -0.46 4.40 -1.02
C -0.62 3.28 -0.20
H 0.63 -5.35 3.59
H 0.53 -4.06 4.79
H 1.45 -3.81 3.29
H -0.51 -5.23 1.45
H 0.24 -3.69 1.04
H -1.52 -3.86 0.99
H -1.91 -5.50 3.47
H -2.87 -4.05 3.15
H -2.02 -4.24 4.69
H -0.75 -2.42 5.34
H -0.74 -0.01 5.79
H -0.95 -1.72 1.10
H -0.11 4.80 2.82
H 0.21 6.74 1.34
H -0.04 6.50 -1.10
H -0.56 4.33 -2.09
C 5.42 -1.50 -3.22
C 4.43 -0.83 -3.93
C 3.36 -0.27 -3.27
C 3.28 -0.38 -1.88
C 4.26 -1.06 -1.16
C 5.34 -1.62 -1.85
Sb 1.81 0.76 -0.87
C 2.45 2.60 -1.67
C 3.55 3.32 -1.19
C 3.98 4.45 -1.88
C 3.35 4.84 -3.05
C 2.28 4.11 -3.55
C 1.83 2.99 -2.86
C 2.40 0.62 1.15
C 2.86 1.70 1.90
C 3.24 1.51 3.22
C 3.14 0.25 3.81
C 2.65 -0.82 3.07
C 2.28 -0.64 1.75
H 6.26 -1.93 -3.75
H 4.50 -0.75 -5.01
H 2.60 0.25 -3.83
H 4.21 -1.15 -0.08
H 6.10 -2.14 -1.29
H 4.09 3.00 -0.32
H 4.83 5.01 -1.51
H 3.70 5.71 -3.59
H 1.80 4.40 -4.48
H 1.00 2.42 -3.26
H 2.92 2.69 1.47
H 3.61 2.35 3.80
H 3.45 0.11 4.83
H 2.57 -1.80 3.53
H 1.90 -1.49 1.19
C -4.71 -3.54 0.06
C -3.57 -2.86 -0.64
C -2.67 -3.59 -1.42
C -1.59 -3.01 -2.06
C -0.62 -3.84 -2.85
C -1.44 -1.63 -1.96
C -2.35 -0.88 -1.23
C -3.40 -1.49 -0.54
N -2.24 0.55 -1.25
C -3.28 1.43 -1.95
C -2.53 2.14 -3.08
C -3.86 2.43 -0.94
C -4.42 0.61 -2.55
H -4.41 -4.52 0.44
H -5.55 -3.71 -0.63
H -5.08 -2.95 0.89
H -2.82 -4.67 -1.51
H -0.27 -4.70 -2.28
H 0.26 -3.26 -3.15
H -1.09 -4.23 -3.76
H -0.65 -1.13 -2.51
H -4.06 -0.89 0.07
H -1.56 2.54 -2.75
H -3.11 2.99 -3.45
H -2.34 1.46 -3.91
H -3.16 3.23 -0.70
H -4.15 1.93 -0.02
H -4.75 2.89 -1.37
H -4.06 -0.23 -3.14
H -4.97 1.28 -3.21
H -5.11 0.24 -1.79
```

- Multiplicity: 2
- Kohn-Sham gap (alpha / beta): 0.2460 / 0.2702 hartree
- Total charge: +2



Record-wise total energy values, in eV: -258993.1325; -95561.2050
Record-wise molar mass values, in g/mol: 1295.7; 846.7